Density functional theory data (ωB97M-V/def2-TZVPD) for C33H61AlBCl5F5N4O15P2 as an isolated structure at a distorted geometry.

Its total energy is -173916.0729 eV. The calculation puts the largest force on an atom at 8.294 eV/Å. For the HOMO energy, the calculation gives -10.11 eV. The HOMO-LUMO gap comes out at 0.0435 hartree.

Geometry as ORCA input:
```
! RIJCOSX wB97M-V def2-TZVPD def2/J DEFGRID3
* xyz 1 1
C -2.804 0.348 2.017
C -2.362 -0.372 1.188
N -1.771 -1.218 0.199
N -2.863 -1.612 -0.653
C -1.279 -2.534 0.796
C -0.245 -2.569 1.959
C 1.261 -2.684 1.563
C 2.158 -2.628 2.884
C 2.542 -1.155 3.199
O 3.373 -1.065 4.347
C 4.668 -0.578 4.077
C 4.725 0.900 4.609
C -0.771 -0.334 -0.535
C 0.086 -1.063 -1.609
O 1.207 -0.209 -1.872
C -0.626 -1.213 -3.009
N -0.285 -2.520 -3.602
H -3.296 1.149 2.548
H -2.537 -2.231 -1.390
H -3.283 -0.756 -1.018
H -0.935 -3.214 -0.005
H -2.191 -3.002 1.212
H -0.339 -1.746 2.683
H -0.473 -3.498 2.514
H 1.409 -3.686 1.119
H 1.601 -1.880 0.892
H 1.459 -2.920 3.792
H 3.022 -3.307 2.810
H 1.590 -0.641 3.421
H 2.966 -0.689 2.278
H 4.965 -0.642 3.015
H 5.413 -1.169 4.645
H 4.216 1.600 3.907
H 5.783 1.198 4.800
H 4.205 0.945 5.586
H -1.373 0.434 -1.064
H -0.051 0.317 0.188
H 0.514 -2.029 -1.282
H 1.610 0.068 -1.035
H -0.242 -0.458 -3.715
H -1.718 -1.067 -2.950
H -0.316 -3.243 -2.889
H 0.680 -2.433 -3.915
C -8.753 -2.653 -0.453
C -8.405 -2.637 0.832
C -7.011 -2.368 1.249
O -6.687 -2.353 2.419
C -6.015 -2.114 0.180
C -6.357 -2.129 -1.102
C -7.755 -2.399 -1.523
O -8.059 -2.410 -2.691
H -9.773 -2.847 -0.777
H -9.119 -2.818 1.625
H -5.002 -1.917 0.504
H -5.642 -1.946 -1.895
Cl 1.147 0.642 1.219
Al 5.768 3.369 4.296
O 5.372 7.081 0.093
P 6.836 7.425 0.046
O 7.131 7.740 1.640
C 7.145 6.667 2.558
C 8.454 5.896 2.485
O 6.688 8.974 -0.495
C 5.625 9.345 -1.380
C 4.579 10.138 -0.626
O 8.463 7.489 -0.281
C 8.912 7.858 -1.602
C 9.600 9.203 -1.526
H 6.285 6.003 2.379
H 7.030 7.098 3.555
H 8.550 5.383 1.524
H 8.510 5.146 3.281
H 9.304 6.571 2.576
H 5.187 8.471 -1.863
H 6.059 9.964 -2.169
H 4.188 9.575 0.222
H 3.748 10.406 -1.281
H 5.017 11.053 -0.224
H 8.086 7.871 -2.314
H 9.624 7.099 -1.932
H 8.909 9.984 -1.210
H 10.015 9.478 -2.496
H 10.406 9.179 -0.791
C -0.208 -5.890 -4.616
Cl 0.564 -6.948 -5.795
Cl -1.787 -6.523 -4.144
Cl 0.835 -5.686 -3.191
H -0.357 -4.918 -5.073
C -4.009 3.233 -2.650
C -3.275 1.969 -2.999
O -3.628 1.096 -1.934
C -4.876 1.503 -1.512
O -5.584 0.849 -0.827
O -5.176 2.731 -1.986
F -1.927 2.153 -2.980
H -3.447 3.866 -1.963
H -4.275 3.817 -3.525
H -3.570 1.524 -3.951
C -4.211 6.780 -0.460
C -4.456 6.405 -1.860
N -4.654 6.114 -2.956
H -3.139 6.817 -0.269
H -4.643 7.758 -0.259
H -4.667 6.046 0.204
B -12.312 -1.092 -1.939
F -12.050 -0.618 -3.240
F -11.658 -2.340 -1.751
F -11.818 -0.167 -0.987
F -13.698 -1.260 -1.763
Cl 0.021 -2.965 4.985
C -0.887 -7.727 -1.356
O -1.443 -8.715 -0.503
P -1.026 -8.623 1.124
O -0.944 -7.128 1.262
O 0.448 -9.296 0.849
C 0.578 -10.400 -0.063
O -0.885 -8.934 2.780
C -1.241 -10.260 3.218
H -0.999 -8.064 -2.385
H -1.424 -6.788 -1.241
H 0.175 -7.585 -1.149
H 0.984 -10.042 -1.010
H -0.371 -10.902 -0.238
H 1.277 -11.116 0.368
H -0.561 -11.000 2.787
H -2.268 -10.493 2.935
H -1.160 -10.296 4.302
*
```

---

Density functional theory data (ωB97M-V/def2-TZVPD) for C2H3NOS in the gas phase at a distorted geometry.

Its total energy is -16492.4332 eV. The calculation puts the largest force on an atom at 4.662 eV/Å. For the HOMO energy (spin up / spin down), the calculation gives -8.96 / -8.96 eV. The HOMO-LUMO gap (spin up / spin down) comes out at 0.2987 / 0.2987 hartree. For the energy above the lowest of the compared OMol25 structures with the same formula, charge and spin, the calculation gives 2.765 eV.

Geometry as ORCA input:
```
! RIJCOSX wB97M-V def2-TZVPD def2/J DEFGRID3
* xyz 0 1
C -0.157 -0.041 0.785
C 1.500 -0.717 -0.606
N 1.023 -0.591 0.649
O 2.918 -2.246 -2.031
S 2.718 -1.836 -0.679
H -0.621 0.045 1.697
H -0.571 0.271 -0.155
H 0.757 -0.355 -1.557
*
```

---

Density functional theory data (ωB97M-V/def2-TZVPD) for a 5-piece molecular cluster, C16H47N4O5 overall at a distorted geometry.

Its total energy is -33537.4187 eV. The calculation puts the largest force on an atom at 8.136 eV/Å. For the HOMO energy, the calculation gives -11.67 eV. The HOMO-LUMO gap comes out at 0.3670 hartree. For the energy above the lowest of the compared OMol25 structures with the same formula, charge and spin, the calculation gives 8.331 eV.

Geometry as ORCA input:
```
! RIJCOSX wB97M-V def2-TZVPD def2/J DEFGRID3
* xyz 1 1
O 13.237 8.764 47.706
H 12.553 9.422 47.605
H 13.057 7.880 47.448
H 13.682 8.890 48.565
C 14.601 5.660 46.441
C 13.202 5.482 46.982
C 13.086 5.427 48.509
O 13.747 6.505 49.121
C 13.618 6.552 50.571
N 12.410 6.539 46.505
H 15.267 4.814 47.021
H 15.110 6.472 47.141
H 14.877 5.629 45.362
H 12.717 4.523 46.562
H 13.483 4.559 48.959
H 12.028 5.679 48.693
H 12.490 6.444 51.032
H 13.981 7.296 51.202
H 14.167 5.735 51.090
H 11.510 6.482 46.632
H 12.513 6.374 45.501
C 12.969 10.916 50.518
C 14.265 10.895 49.989
C 15.248 11.725 51.039
O 14.778 13.045 51.124
C 15.534 14.013 51.937
N 14.929 9.627 49.754
H 12.843 10.202 51.379
H 12.245 10.892 49.813
H 12.627 11.809 50.949
H 14.386 11.342 48.992
H 16.283 11.640 50.913
H 14.969 11.288 52.001
H 15.035 14.936 51.932
H 16.608 14.395 51.424
H 15.572 13.565 53.022
H 15.444 9.467 50.573
H 15.460 9.795 49.041
C 14.953 10.296 45.302
C 15.562 8.935 44.824
C 15.258 8.806 43.307
O 13.832 8.821 43.051
C 13.598 8.644 41.729
N 16.893 9.024 45.062
H 15.549 11.043 44.775
H 15.184 10.499 46.513
H 13.932 10.559 45.177
H 15.090 8.154 45.154
H 15.714 7.819 43.016
H 15.749 9.643 42.764
H 13.868 7.700 41.307
H 14.010 9.458 41.096
H 12.636 8.709 41.293
H 17.481 9.805 44.576
H 17.352 8.150 44.592
C 10.593 9.883 45.303
C 10.591 10.826 46.530
C 9.963 10.250 47.786
O 10.605 8.961 48.162
C 10.105 8.439 49.329
N 11.957 11.066 46.909
H 11.355 9.001 45.534
H 10.708 10.202 44.297
H 9.561 9.534 45.083
H 9.988 11.612 46.201
H 8.852 9.982 47.577
H 10.059 10.844 48.691
H 9.073 8.280 49.535
H 10.441 9.210 50.033
H 10.543 7.520 49.563
H 11.872 11.801 47.594
H 12.472 11.473 46.180
*
```

---

Density functional theory data (ωB97M-V/def2-TZVPD) for a 2-piece molecular cluster, C6H13ClNOP2 overall at a distorted geometry.

Its total energy is -41062.1049 eV. The calculation puts the largest force on an atom at 1.574 eV/Å. For the HOMO energy, the calculation gives -13.70 eV. The HOMO-LUMO gap comes out at 0.3234 hartree.

Geometry as ORCA input:
```
! RIJCOSX wB97M-V def2-TZVPD def2/J DEFGRID3
* xyz 1 1
C 1.201 -4.002 1.007
C 0.369 -2.973 1.309
P -0.533 -2.224 -0.003
P -2.733 -2.791 0.138
O -2.925 -2.573 1.722
Cl -2.526 -4.776 -0.161
H 1.976 -3.865 0.258
H 1.095 -4.977 1.471
H 0.210 -2.608 2.321
H -0.005 -2.695 -1.209
H -0.512 -0.820 0.026
H -2.528 -3.263 2.272
C -0.409 3.580 -1.663
C 0.073 3.472 -0.222
C 1.554 3.088 -0.115
C 1.824 1.786 -0.729
N 2.036 0.775 -1.236
H -0.330 2.624 -2.184
H -1.454 3.888 -1.696
H 0.174 4.316 -2.219
H -0.531 2.736 0.315
H -0.068 4.427 0.285
H 1.867 3.040 0.928
H 2.177 3.832 -0.615
*
```